(1)
Formula: C7H16N
Source: the OMol25 dataset
Level of theory: wB97M-V/def2-TZVPD

The geometry in XYZ format:
```
24
Properties=species:S:1:pos:R:3
H -1.1149 -3.9047 -1.3582
C -0.1627 2.6034 0.1750
H 1.8612 0.5674 -0.0533
H -0.9499 0.8689 1.0888
H -1.3374 -0.9105 -2.4269
H -0.3756 3.4264 0.8650
H 0.6014 2.2944 2.4782
H 1.5892 -1.7415 -0.3709
H 0.6886 2.9476 -0.4133
H 0.6120 -3.7714 -0.8280
C -0.3224 -3.2454 -1.0151
C -0.4073 -1.8551 -0.8270
C -1.5415 -1.1078 -1.3682
H 0.4915 -1.4592 0.9632
N 0.8313 1.3854 2.0665
H 1.8260 1.4847 1.8360
C 0.8212 0.3401 -0.2274
C 0.0285 1.2184 0.7577
H 0.7178 0.6421 2.7555
H -2.4443 -1.7194 -1.4001
H 0.6113 0.6711 -1.2367
H -1.7160 -0.1437 -0.9012
C 0.7012 -1.1790 -0.0676
H -1.0091 2.5878 -0.4918
```

LUMO (spin up / spin down) = -7.99 / -11.39 eV
Expectation value of S² = 0.752
HOMO-LUMO gap (spin up / spin down) = 11.3 / 8.9 eV
HOMO energy (spin up / spin down) = -19.26 / -20.33 eV
Energy above the lowest of the compared OMol25 structures with the same formula, charge and spin = 15.9 kcal/mol
2S+1 = 2
Net charge = +2
DFT total energy = -8989.52907 eV

Okay, here come the Mulliken numbers, in e, for every atom: number 1, H, carries 0.3491; number 2, C, carries -1.5691; number 3, H, carries 0.5550; number 4, H, carries 0.4170; number 5, H, carries 0.3937; number 6, H, carries 0.4825; number 7, H, carries 0.3731; number 8, H, carries 0.5838; number 9, H, carries 0.3990; number 10, H, carries 0.3131; number 11, C, carries -0.9117; number 12, C, carries 1.0796; number 13, C, carries -1.1918; number 14, H, carries 0.3905; number 15, N, carries -0.2619; number 16, H, carries 0.3791; number 17, C, carries -1.3412; number 18, C, carries 0.1381; number 19, H, carries 0.3496; number 20, H, carries 0.4642; number 21, H, carries 0.6001; number 22, H, carries 0.2509; number 23, C, carries -0.6108; number 24, H, carries 0.3682



(2)
Formula: C30H25BN3O3S2V
Source: the OMol25 dataset
Level of theory: wB97M-V/def2-TZVPD

The geometry in XYZ format:
```
65
Properties=species:S:1:pos:R:3
O -0.0184 2.5822 -0.3087
H 4.6543 -1.4488 3.3103
C 2.6096 -7.1754 -1.8922
C 1.4309 -5.0602 -1.4785
H -3.5192 3.9129 0.4265
N -1.9230 0.2352 -0.3872
N 2.6487 -0.7634 3.2856
C 3.1972 -6.4494 -0.8974
C -6.3794 4.4315 -1.1801
C -0.5761 -3.8764 -2.3988
C 1.6884 3.3398 0.9796
H -2.7682 -3.4761 -4.0109
B 0.5734 1.5680 0.3668
H -7.2645 4.9866 -1.4492
C -2.7334 1.2973 -0.2927
C 0.7200 3.7160 0.0760
C 2.5192 -5.2321 -0.6581
C -1.4715 -2.8028 -2.3950
C 0.4965 -3.9381 -1.5129
C 2.4001 5.5572 1.1522
S -6.1051 2.9018 -1.8728
H 4.0555 -0.7772 4.8393
H 3.3235 3.9415 2.2602
C 2.5604 4.2358 1.5540
C 4.0579 -0.6600 3.7625
H 4.0751 -6.7768 -0.3619
H 2.8417 -4.5287 0.0978
H 2.9095 -8.1358 -2.2818
H 3.0553 6.3140 1.5607
O 1.6015 1.9451 1.1880
C -4.3888 3.8003 -0.2063
C 1.4203 5.9377 0.2313
H -0.7347 -4.6766 -3.1130
H 1.1663 0.1694 4.4516
H -2.5221 1.9882 0.5106
C -4.6429 2.7082 -1.0030
C -3.4321 -1.6310 -3.2173
O 1.1182 -0.7747 1.6391
H 0.8016 -1.5217 3.9768
C 1.5721 -0.8302 4.3019
H -4.2749 -1.5479 -3.8911
H 2.0116 -1.1886 5.2255
C 3.4412 -0.6304 0.9653
S 1.2444 -6.3946 -2.5382
H -4.8925 0.6419 -2.7957
H 2.9821 -0.6184 -0.0185
C -5.3913 4.7916 -0.3105
C -4.0537 0.5382 -2.1162
C 0.5457 5.0174 -0.3353
C -1.2450 -1.7820 -1.4743
H 4.4512 0.3192 3.4972
H 1.3430 6.9783 -0.0518
C 0.6527 -2.8558 -0.6387
C -2.6014 -2.6919 -3.2841
C -3.8189 1.5155 -1.1549
H 4.1331 -1.4732 1.0330
V -0.3072 -0.3352 0.7190
N -0.1809 -1.8053 -0.6241
C 2.4130 -0.7248 2.0266
C -3.2258 -0.5875 -2.2425
H -5.3837 5.7257 0.2299
C -2.1469 -0.6905 -1.3755
H -0.2054 5.3022 -1.0582
H 1.4733 -2.8243 0.0618
H 4.0183 0.2869 1.0983
```

LUMO (spin up / spin down) = -11.38 / -10.76 eV
Expectation value of S² = 0.777
HOMO-LUMO gap (spin up / spin down) = 3.9 / 4.5 eV
HOMO energy (spin up / spin down) = -15.29 / -15.30 eV
Energy above the lowest of the compared OMol25 structures with the same formula, charge and spin = 13.1 kcal/mol
2S+1 = 2
Net charge = +3
DFT total energy = -90139.05926 eV

Okay, here come the Mulliken numbers, in e, for every atom: number 1, O, carries -0.5651; number 2, H, carries 0.3519; number 3, C, carries -0.3563; number 4, C, carries 0.2694; number 5, H, carries 0.2972; number 6, N, carries 0.3117; number 7, N, carries 0.2786; number 8, C, carries -0.6053; number 9, C, carries -0.3671; number 10, C, carries -0.3784; number 11, C, carries 0.6517; number 12, H, carries 0.4991; number 13, B, carries 0.8558; number 14, H, carries 0.4737; number 15, C, carries -0.2788; number 16, C, carries 0.8232; number 17, C, carries -0.3120; number 18, C, carries 0.4419; number 19, C, carries 0.4833; number 20, C, carries -0.6915; number 21, S, carries -0.1546; number 22, H, carries 0.3394; number 23, H, carries 0.4909; number 24, C, carries -1.0200; number 25, C, carries -0.8167; number 26, H, carries 0.4143; number 27, H, carries 0.3867; number 28, H, carries 0.4855; number 29, H, carries 0.4351; number 30, O, carries 0.1262; number 31, C, carries -0.4919; number 32, C, carries -0.5849; number 33, H, carries 0.5442; number 34, H, carries 0.3223; number 35, H, carries 0.3003; number 36, C, carries 0.4315; number 37, C, carries -1.1746; number 38, O, carries -0.8265; number 39, H, carries 0.3097; number 40, C, carries -0.9627; number 41, H, carries 0.5013; number 42, H, carries 0.4626; number 43, C, carries -1.5529; number 44, S, carries -0.1509; number 45, H, carries 0.5436; number 46, H, carries 0.2972; number 47, C, carries -0.6206; number 48, C, carries -0.3814; number 49, C, carries -0.9565; number 50, C, carries 0.2648; number 51, H, carries 0.3438; number 52, H, carries 0.4389; number 53, C, carries 0.1585; number 54, C, carries -1.1605; number 55, C, carries 0.5734; number 56, H, carries 0.5219; number 57, V, carries 0.8142; number 58, N, carries -0.1165; number 59, C, carries 0.7996; number 60, C, carries 0.5028; number 61, H, carries 0.4170; number 62, C, carries -0.4166; number 63, H, carries 0.5256; number 64, H, carries -0.0220; number 65, H, carries 0.4756